This record from the Open Molecules 2025 dataset describes a structure of composition C15H42B3O5Sn2 at a distorted geometry. The level of theory is the ωB97M-V functional and the def2-TZVPD basis.

Geometry as XYZ:
```
67
C15H42B3O5Sn2 the ωB97M-V functional and the def2-TZVPD basis
Sn -2.274 1.630 -2.760
Sn 2.114 2.286 -1.192
B 0.773 1.373 -3.982
H 0.502 0.860 -3.073
H -0.136 1.360 -4.563
H 1.096 2.378 -3.756
H 1.596 0.856 -4.451
B -0.598 4.050 -1.276
H -0.825 5.104 -1.305
H 0.248 3.855 -0.637
H -1.449 3.525 -0.870
H -0.410 3.651 -2.261
B -0.457 0.590 -0.384
H 0.272 -0.041 -0.866
H -0.115 0.735 0.628
H -0.496 1.570 -0.835
H -1.466 0.206 -0.392
C 0.108 3.603 2.290
C 1.520 4.171 2.353
O 2.225 4.270 1.378
C 1.963 4.696 3.665
H -0.478 4.087 1.508
H -0.461 3.873 3.180
H -0.005 2.524 2.184
H 1.121 5.046 4.262
H 2.665 5.511 3.491
H 2.486 3.893 4.185
C 0.194 -1.524 1.977
C 0.246 -2.587 3.057
O 1.302 -3.109 3.353
C -1.064 -3.004 3.630
H 1.143 -1.329 1.477
H -0.121 -0.574 2.409
H -0.576 -1.789 1.254
H -0.937 -3.711 4.450
H -1.775 -3.266 2.847
H -1.449 -2.136 4.164
C -4.223 0.228 1.335
C -4.219 -0.711 0.124
O -4.094 -0.230 -0.983
C -4.465 -2.196 0.314
H -4.098 -0.312 2.274
H -5.164 0.775 1.401
H -3.400 0.919 1.157
H -3.763 -2.653 1.013
H -4.397 -2.676 -0.662
H -5.447 -2.409 0.736
C -0.932 -2.738 -1.301
C -0.844 -2.048 -2.621
O -1.839 -1.668 -3.221
C 0.603 -1.965 -3.214
H 0.006 -2.587 -0.765
H -1.145 -3.803 -1.395
H -1.724 -2.223 -0.758
H 0.589 -1.588 -4.236
H 1.060 -2.952 -3.150
H 1.238 -1.210 -2.750
C 5.227 -1.849 -0.694
C 3.852 -1.521 -1.179
O 3.602 -0.488 -1.808
C 2.798 -2.545 -0.804
H 5.858 -1.388 -1.454
H 5.400 -2.923 -0.638
H 5.457 -1.451 0.294
H 1.849 -2.036 -0.636
H 3.028 -3.114 0.097
H 2.704 -3.270 -1.612
```

For the HOMO-LUMO gap (spin up / spin down), the calculation gives 7.3 / 3.4 eV. The total charge is +2. The spin multiplicity is 2. The value obtained for the maximum force is 5.1 eV/Å.